# 1
Computed, not measured: C22H49N2OP3STi as an isolated structure at a distorted geometry, with ωB97M-V with the def2-TZVPD basis set.

For the total energy, the calculation gives -90412.649 eV. The energy relative to the best compared isomer or geometry (same formula, charge and spin) comes out at 14.33 kcal per mole. As for the charge: +4.

Geometry as XYZ:
```
79
Properties=species:S:1:pos:R:3:lowdin_charge:R:1
Ti -0.098 -0.369 -0.955 0.5362
P 0.487 -2.765 -1.655 0.8138
P 2.185 -0.131 0.019 0.7473
P -2.718 0.009 -0.810 0.7437
H 1.653 5.292 -0.177 0.1633
C 0.926 4.468 -0.203 -0.0118
C 0.093 4.233 0.995 0.3608
H 0.592 4.326 1.954 0.1168
C 1.842 -2.843 -2.894 -0.2014
C 0.910 -4.173 -0.561 -0.2217
C -0.965 -3.376 -2.584 -0.2112
C 2.598 1.317 1.052 -0.2306
C 2.599 -1.449 1.241 -0.2186
C 3.662 -0.177 -1.041 -0.2269
C -3.252 1.555 0.004 -0.2347
C -3.790 -1.269 -0.063 -0.2386
C -3.499 0.194 -2.450 -0.2193
H 0.290 4.652 -1.077 0.1107
H -0.975 4.420 0.944 0.1291
H 1.429 -2.901 -3.908 0.0654
H 2.493 -3.715 -2.739 0.0835
H 2.457 -1.939 -2.828 0.0212
H 0.618 -5.123 -1.032 0.0887
H 0.363 -4.059 0.383 0.0438
H 1.989 -4.195 -0.351 0.0637
H -0.692 -4.219 -3.235 0.0907
H -1.380 -2.567 -3.200 0.0476
H -1.739 -3.701 -1.875 0.0626
H 3.668 1.245 1.293 0.0875
H 2.018 1.322 1.984 0.0298
H 2.415 2.256 0.519 0.0106
H 3.671 -1.661 1.133 0.0835
H 2.028 -2.370 1.072 0.0157
H 2.405 -1.095 2.262 0.0454
H 4.523 0.094 -0.419 0.0780
H 3.564 0.552 -1.852 0.0700
H 3.827 -1.170 -1.467 0.0525
H -4.341 1.675 -0.090 0.0859
H -2.750 2.407 -0.473 0.0381
H -2.976 1.538 1.064 0.0385
H -4.840 -1.049 -0.309 0.0864
H -3.655 -1.280 1.025 0.0383
H -3.520 -2.254 -0.466 0.0547
H -4.534 0.547 -2.346 0.0849
H -3.483 -0.764 -2.987 0.0731
H -2.933 0.923 -3.038 0.0130
C -0.297 0.589 -3.915 -0.3506
C 0.343 0.046 -5.048 0.0127
C 0.125 0.611 -6.298 -0.0222
C -0.706 1.725 -6.446 -0.0104
C -1.313 2.292 -5.322 -0.0323
C -1.059 1.774 -4.057 -0.0484
O -0.232 -0.056 -2.747 -0.2869
H 1.474 3.512 -0.376 0.1039
H 1.036 -0.782 -4.908 0.1095
H 0.630 0.196 -7.173 0.1354
H -0.850 2.160 -7.439 0.1379
H -1.960 3.167 -5.414 0.1317
H -1.472 2.271 -3.174 0.1025
C 0.287 -2.182 6.177 -0.0510
C 0.676 -1.289 5.016 -0.2143
N -0.436 -1.226 4.037 0.0193
C -0.362 -0.401 2.951 -0.6839
S -0.781 -1.092 1.410 0.6648
N -0.081 0.906 3.166 0.0179
C -0.584 1.577 4.405 -0.2009
C 0.442 2.503 5.025 -0.0618
H -0.673 -1.897 6.617 0.0968
H 1.051 -2.089 6.952 0.1019
H 0.234 -3.232 5.874 0.0931
H 0.902 -0.277 5.361 0.1038
H 1.577 -1.688 4.521 0.1250
H -0.758 -2.163 3.783 0.1377
H -0.089 1.493 2.326 0.0981
H -1.506 2.126 4.150 0.1345
H -0.870 0.778 5.094 0.1184
H 0.536 3.431 4.451 0.0637
H 0.123 2.773 6.038 0.1082
H 1.428 2.033 5.107 0.0862
```


# 2
Computed, not measured: C24H22F6N5O4S4Sc as an isolated structure at a distorted geometry, with ωB97M-V with the def2-TZVPD basis set.

For the total energy, the calculation gives -121231.415 eV.

Geometry as XYZ:
```
66
Properties=species:S:1:pos:R:3:nbo_charge:R:1
Sc -0.298 -0.250 -0.236 1.6831
C 2.169 0.234 -2.844 0.1058
N 0.782 0.805 -2.951 -0.5103
C 0.678 2.266 -2.962 -0.2271
C -0.471 2.749 -1.960 -0.2253
N -0.303 2.367 -0.540 -0.5127
C 0.996 2.873 -0.002 -0.4316
C -1.402 2.610 0.290 0.0594
C -1.460 3.658 1.211 -0.2392
C -2.652 3.954 1.923 -0.2239
C -3.877 3.353 1.550 -0.2088
C -3.823 2.395 0.515 -0.2143
C -2.611 1.892 -0.050 -0.1951
S -2.694 0.451 -0.958 -0.3045
C -0.085 0.096 -3.861 0.1113
C -0.498 0.684 -5.092 -0.2324
C -1.349 -0.017 -5.955 -0.2159
C -1.952 -1.263 -5.528 -0.2093
C -1.568 -1.836 -4.276 -0.2038
C -0.640 -1.124 -3.447 -0.1628
S -0.100 -2.018 -2.039 -0.3650
H 2.619 0.103 -3.882 0.1471
H 3.786 0.770 -1.907 0.4944
H 1.995 -0.773 -2.416 0.1998
H 1.601 2.748 -2.576 0.2331
H 0.511 2.685 -3.976 0.2022
H -0.484 3.848 -2.125 0.1928
H -1.445 2.363 -2.311 0.2395
H 1.110 3.976 -0.136 0.1905
H 0.988 2.663 1.073 0.2188
H 1.811 2.436 -0.572 0.2452
H -0.596 4.293 1.402 0.2229
H -2.631 4.612 2.752 0.2134
H -4.870 3.638 1.914 0.2256
H -4.748 2.020 0.068 0.2212
H -0.142 1.660 -5.470 0.2177
H -1.621 0.443 -6.955 0.2225
H -2.694 -1.879 -6.130 0.2254
H -1.837 -2.826 -3.925 0.2297
F 1.706 -5.254 1.964 -0.3022
C 2.395 -4.843 3.009 0.7778
F 3.166 -5.870 3.440 -0.3287
F 1.565 -4.509 4.002 -0.3239
S 3.536 -3.252 2.919 1.3379
O 2.895 1.103 -2.018 -0.7271
O 3.421 -2.527 4.219 -0.9107
N 2.551 -2.490 1.803 -1.1548
S 2.254 -0.904 1.966 2.2172
O 1.584 -0.515 3.198 -0.8847
O 1.548 -0.487 0.737 -1.0485
C 3.876 0.045 1.914 0.7397
F 4.708 -0.380 0.932 -0.3080
F 3.667 1.423 1.614 -0.3415
F 4.524 0.045 3.089 -0.2829
N -1.537 -4.237 6.157 -0.2284
C -1.487 -3.479 5.256 0.2469
C -1.396 -2.809 4.025 -0.1020
C -1.313 -1.432 4.093 -0.1734
C -1.097 -0.722 2.900 0.1095
N -1.002 -1.329 1.670 -0.5740
C -1.232 -2.670 1.560 0.0614
C -1.401 -3.433 2.718 -0.1757
H -1.409 -0.909 5.052 0.2494
H -1.100 0.343 2.912 0.2220
H -1.121 -3.050 0.577 0.2384
H -1.492 -4.515 2.679 0.2472
```


> Number 2 is which compound?

C24H22F6N5O4S4Sc